Entry 1:
A structure of composition C22H44BeN3OP2 at a distorted geometry. Source: the OMol25 dataset; level of theory: ωB97M-V/def2-TZVPD.

Properties
Energy above the lowest of the compared OMol25 structures with the same formula, charge and spin   0.00 kcal/mol
HOMO   -9.96 eV
Orbital gap   7.32 eV

ORCA input file:
```
! wB97M-V def2-TZVPD RIJCOSX def2/J DEFGRID3
* xyz 1 1
Be 0.000 0.000 0.000
P -0.055 -2.226 -0.389
P -0.055 2.254 -0.159
N 0.151 0.106 -2.072
C 0.008 -2.319 -2.245
H 0.473 -3.250 -2.614
H -1.036 -2.281 -2.606
C 0.745 -1.058 -2.704
H 1.840 -1.172 -2.488
H 0.669 -0.975 -3.813
C 0.745 1.329 -2.582
H 0.669 1.360 -3.693
H 1.840 1.420 -2.355
C 0.008 2.536 -1.995
H -1.036 2.536 -2.358
H 0.473 3.500 -2.267
C 1.449 3.172 0.490
C 1.777 2.820 1.951
H 2.775 3.216 2.211
H 1.787 1.732 2.117
H 1.047 3.263 2.648
C -1.631 3.124 0.393
C -1.752 3.182 1.926
H -2.780 3.469 2.212
H -1.069 3.939 2.348
H -1.522 2.212 2.396
C -1.631 -3.148 0.071
C -1.752 -3.362 1.590
H -2.780 -3.677 1.845
H -1.522 -2.446 2.157
H -1.069 -4.158 1.932
C 1.449 -3.206 0.162
C 1.777 -3.004 1.652
H 2.775 -3.426 1.870
H 1.047 -3.517 2.300
H 1.787 -1.940 1.929
C 1.756 -0.006 0.118
O 2.930 -0.008 0.151
C -1.919 4.489 -0.254
H -1.242 5.272 0.123
H -1.830 4.458 -1.352
H -2.952 4.800 -0.011
C -1.919 -4.440 -0.712
H -2.952 -4.773 -0.503
H -1.830 -4.296 -1.802
H -1.242 -5.257 -0.417
C 1.453 -4.695 -0.217
H 2.464 -5.114 -0.062
H 0.758 -5.270 0.418
H 1.178 -4.864 -1.272
C 1.453 4.692 0.265
H 0.758 5.200 0.955
H 2.464 5.094 0.462
H 1.178 4.969 -0.767
H 2.239 2.725 -0.145
H 2.239 -2.696 -0.423
H -2.391 2.410 0.021
H -2.391 -2.399 -0.226
H -2.859 -0.237 -1.193
H -2.942 -0.059 -0.414
N -2.074 -0.281 5.760
C -1.706 -0.216 4.393
C -0.375 -0.213 4.018
C -0.036 -0.144 2.667
N -0.958 -0.079 1.651
C -2.292 -0.076 2.052
C -2.671 -0.145 3.400
H -1.354 -0.329 6.496
H -3.066 -0.279 6.038
H 0.407 -0.262 4.767
H 1.003 -0.139 2.461
H -3.145 -0.012 1.443
H -3.721 -0.138 3.666
*
```

Entry 2:
A cluster of 10 separate species, C22H44Cl18N5O3 in total at a distorted geometry. Source: the OMol25 dataset; level of theory: ωB97M-V/def2-TZVPD.

Properties
HOMO   -11.22 eV
Orbital gap   6.23 eV

ORCA input file:
```
! wB97M-V def2-TZVPD RIJCOSX def2/J DEFGRID3
* xyz 1 1
C -1.735 1.218 -0.133
O -1.916 -0.153 0.376
C -2.527 -0.163 1.714
C -1.629 -0.881 2.884
C -0.076 -0.293 2.993
C 0.795 -1.083 1.849
C 2.254 -1.639 2.349
C 3.416 -1.569 1.192
C 2.971 -2.175 -0.266
C 3.474 -1.189 -1.478
C 2.755 -1.637 -2.882
C 1.428 -0.766 -3.293
C 1.615 0.859 -3.173
N 0.962 1.453 -1.936
C 1.366 2.903 -2.118
N 1.110 3.997 -1.293
N 2.192 3.112 -3.405
N 2.346 1.870 -4.028
O 3.032 1.608 -5.154
N 4.254 1.149 -4.739
O 5.011 2.082 -4.515
H -1.748 1.133 -1.321
H -2.575 1.974 0.175
H -0.671 1.647 0.158
H -3.554 -0.757 1.607
H -2.752 0.934 2.082
H -1.652 -2.069 2.852
H -2.139 -0.590 3.920
H -0.138 0.850 2.752
H 0.403 -0.496 4.058
H 0.928 -0.337 0.935
H 0.152 -1.981 1.434
H 2.608 -0.916 3.228
H 2.137 -2.705 2.851
H 3.745 -0.448 1.050
H 4.324 -2.239 1.568
H 3.539 -3.207 -0.407
H 1.827 -2.397 -0.385
H 3.338 -0.065 -1.183
H 4.640 -1.355 -1.630
H 3.523 -1.678 -3.791
H 2.386 -2.761 -2.720
H 0.526 -1.086 -2.578
H 1.072 -1.099 -4.382
H 1.965 4.506 -0.946
H 0.124 4.299 -1.125
H 2.570 4.040 -3.746
C 0.148 6.553 0.555
Cl 0.085 8.176 1.254
Cl -1.472 5.969 0.155
H 0.751 6.581 -0.356
H 0.603 5.872 1.278
C 7.275 -0.430 -5.072
Cl 6.432 -0.817 -6.577
Cl 7.067 -1.716 -3.877
H 8.341 -0.308 -5.282
H 6.871 0.501 -4.667
C -5.419 -0.532 5.153
Cl -4.942 -1.822 4.043
Cl -5.312 1.051 4.374
H -6.450 -0.701 5.473
H -4.756 -0.546 6.022
C -3.779 4.582 3.286
Cl -5.459 4.509 2.739
Cl -2.845 3.221 2.655
H -3.331 5.515 2.935
H -3.760 4.552 4.379
C 1.675 -5.982 -0.615
Cl 1.265 -4.867 0.695
Cl 3.409 -5.953 -0.955
H 1.386 -6.994 -0.324
H 1.131 -5.687 -1.516
C -0.095 -2.199 -6.981
Cl 1.545 -1.600 -6.704
Cl -0.744 -2.973 -5.530
H -0.739 -1.360 -7.255
H -0.074 -2.929 -7.794
C -1.606 -8.636 0.601
Cl -2.016 -7.522 1.910
Cl 0.128 -8.608 0.260
H -1.895 -9.649 0.892
H -2.150 -8.342 -0.300
C -8.164 2.536 1.248
Cl -8.070 1.564 2.722
Cl -9.844 2.779 0.753
H -7.704 3.510 1.434
H -7.628 2.021 0.447
C -1.150 3.734 5.969
Cl -0.673 2.444 4.858
Cl -1.042 5.317 5.189
H -2.181 3.565 6.289
H -0.487 3.720 6.837
*
```

Entry 3:
A structure of composition C22H44Cl22F8N4O16Pt2S8 at a distorted geometry. Source: the OMol25 dataset; level of theory: ωB97M-V/def2-TZVPD.

Properties
HOMO (alpha / beta)   -10.48 / -10.34 eV
Orbital gap (alpha / beta)   10.04 / 6.59 eV

ORCA input file:
```
! wB97M-V def2-TZVPD RIJCOSX def2/J DEFGRID3
* xyz 0 5
Pt -1.909 1.437 -1.980
Pt 2.572 0.926 0.525
N 0.209 2.363 -2.069
S 1.291 2.025 -3.301
O 2.647 2.018 -2.888
O 0.931 2.738 -4.443
F 0.969 0.635 -3.617
S 0.666 3.430 -0.928
O 0.968 4.711 -1.409
O 1.719 2.969 -0.098
F -0.522 3.428 0.014
N 4.548 1.449 0.063
S 5.377 2.892 0.155
O 6.428 2.785 -0.852
O 5.568 3.077 1.627
F 4.330 3.819 -0.292
S 5.321 0.202 -0.794
O 6.626 0.133 -0.235
O 5.066 0.329 -2.223
F 4.468 -0.978 -0.381
N 0.569 -0.056 0.455
S -0.724 0.405 1.169
O -1.193 -0.475 2.161
O -1.743 0.791 0.249
F -0.361 1.633 1.873
S 0.517 -1.463 -0.393
O -0.560 -1.621 -1.222
O 0.924 -2.598 0.330
F 1.779 -1.216 -1.365
N -3.608 0.259 -2.009
S -3.601 -1.114 -2.917
O -4.233 -0.970 -4.153
O -3.686 -2.150 -1.988
F -2.046 -0.984 -3.399
S -4.939 0.667 -1.415
O -5.944 -0.292 -1.458
O -5.291 2.012 -1.667
F -4.739 0.564 0.200
Cl 1.375 5.877 2.139
C 0.063 5.886 3.336
C -0.355 4.513 3.786
Cl 0.797 3.588 4.800
H -0.737 6.402 2.848
H 0.381 6.549 4.084
H -0.629 3.878 2.948
H -1.217 4.610 4.489
Cl -0.250 0.029 5.687
C -0.233 -1.713 5.632
C -1.408 -2.325 6.370
Cl -1.218 -4.054 6.518
H 0.728 -2.035 5.984
H -0.221 -1.933 4.572
H -2.299 -2.118 5.854
H -1.457 -1.869 7.347
Cl -3.384 -2.640 0.988
C -3.281 -3.337 2.616
C -4.306 -2.744 3.576
Cl -4.071 -1.103 4.054
H -2.256 -3.149 3.001
H -3.416 -4.404 2.567
H -4.336 -3.289 4.522
H -5.266 -2.823 3.027
Cl 5.118 -4.576 1.417
C 3.372 -4.655 1.155
C 2.438 -5.010 2.313
Cl 2.546 -6.790 2.641
H 3.222 -5.379 0.369
H 3.090 -3.667 0.772
H 1.381 -4.810 2.030
H 2.653 -4.553 3.235
Cl 2.476 2.279 2.637
C 3.334 1.232 3.956
C 4.042 0.000 3.470
Cl 2.909 -1.403 3.081
H 2.516 1.002 4.674
H 4.022 1.943 4.416
H 4.636 -0.376 4.310
H 4.668 0.262 2.610
Cl 2.388 -1.717 -6.019
C 1.620 -3.296 -5.745
C 1.808 -4.195 -6.964
Cl 1.348 -5.902 -6.744
H 0.581 -3.153 -5.477
H 2.154 -3.694 -4.893
H 2.873 -4.192 -7.268
H 1.169 -3.740 -7.734
Cl -1.204 -5.963 0.769
C -0.650 -5.449 -0.815
C -1.750 -4.950 -1.666
Cl -1.037 -4.662 -3.260
H -0.122 -6.281 -1.228
H 0.057 -4.652 -0.705
H -2.151 -4.026 -1.252
H -2.533 -5.711 -1.727
Cl 6.863 -4.020 -5.849
C 5.653 -3.298 -4.736
C 5.281 -4.283 -3.636
Cl 3.872 -3.662 -2.602
H 4.801 -3.032 -5.350
H 5.980 -2.355 -4.313
H 6.160 -4.365 -2.985
H 4.868 -5.249 -3.969
Cl -5.720 5.129 1.336
C -4.988 4.819 -0.339
C -3.627 4.167 -0.162
Cl -2.790 3.888 -1.724
H -5.022 5.783 -0.805
H -5.583 4.121 -0.911
H -3.766 3.219 0.341
H -2.986 4.877 0.365
Cl -2.510 1.945 -4.747
C -2.036 3.619 -5.122
C -1.646 3.651 -6.565
Cl -0.682 5.087 -6.885
H -1.149 3.870 -4.498
H -2.904 4.228 -4.946
H -2.505 3.654 -7.261
H -1.007 2.816 -6.815
Cl -3.366 6.447 4.477
C -3.893 5.007 5.246
C -4.498 3.971 4.330
Cl -3.263 3.071 3.403
H -4.652 5.252 6.011
H -3.072 4.551 5.759
H -5.210 4.383 3.610
H -4.971 3.216 4.912
*
```